# 1
Here is the ion C5H12NO with charge -1 at a distorted geometry from the Open Molecules 2025 dataset. Energies are from ωB97M-V/def2-TZVPD.

Properties
Energy above the lowest of the compared OMol25 structures with the same formula, charge and spin = 1.172 eV
Total charge = -1
Kohn-Sham gap = 0.2084 hartree

```
19
C5H12NO ωB97M-V/def2-TZVPD
C 2.267 0.758 1.178
C 1.026 0.019 1.706
N -0.150 0.245 0.835
C -0.523 -0.889 -0.008
C -1.780 -0.656 -0.834
C -1.611 0.349 -2.032
O -2.605 0.781 -2.774
H 2.602 0.422 0.196
H 3.117 0.753 1.863
H 1.956 1.789 0.964
H 1.296 -1.036 1.728
H 0.759 0.387 2.697
H 0.178 0.941 0.174
H -0.578 -1.825 0.548
H 0.343 -1.197 -0.644
H -2.482 -0.223 -0.118
H -2.151 -1.576 -1.301
H -0.706 -0.206 -2.563
H -0.960 1.164 -1.614
```

---

# 2
Here is the ion C5H12NO with charge -1 at a distorted geometry from the Open Molecules 2025 dataset. Energies are from ωB97M-V/def2-TZVPD.

Properties
Energy above the lowest of the compared OMol25 structures with the same formula, charge and spin = 1.400 eV
Total charge = -1
Kohn-Sham gap = 0.2417 hartree

```
19
C5H12NO ωB97M-V/def2-TZVPD
C -0.466 0.228 2.546
C -1.028 0.039 1.144
C -0.211 0.607 -0.009
C 1.329 -0.021 0.136
O 2.034 0.175 -0.987
N -0.511 0.318 -1.418
C -0.985 -1.060 -1.682
H -1.089 0.634 3.331
H -0.026 -0.717 2.937
H 0.481 0.780 2.519
H -1.203 -0.976 0.709
H -2.089 0.309 1.246
H -0.282 1.693 0.042
H 1.823 0.476 0.996
H 1.035 -1.100 0.315
H 0.435 0.454 -1.868
H -1.886 -1.275 -1.084
H -0.279 -1.874 -1.489
H -1.220 -1.128 -2.753
```

---

# 3
Here is the ion C5H12NO with charge -1 at a distorted geometry from the Open Molecules 2025 dataset. Energies are from ωB97M-V/def2-TZVPD.

Properties
Energy above the lowest of the compared OMol25 structures with the same formula, charge and spin = 0.966 eV
Total charge = -1
Kohn-Sham gap = 0.2205 hartree

```
19
C5H12NO ωB97M-V/def2-TZVPD
C -0.624 0.334 -2.996
C -0.785 -0.543 -1.770
N -1.347 0.160 -0.578
C -0.908 -0.581 0.664
C 0.546 -0.684 1.120
C 1.111 0.687 1.607
O 2.171 0.620 2.382
H 0.184 1.064 -2.914
H -1.512 0.955 -3.169
H -0.466 -0.311 -3.863
H -1.429 -1.386 -2.038
H 0.171 -1.004 -1.502
H -0.746 0.992 -0.561
H -1.344 -1.575 0.497
H -1.413 -0.108 1.515
H 1.160 -1.112 0.327
H 0.401 -1.349 1.977
H 0.183 1.214 2.078
H 1.116 1.312 0.657
```

---

# 4
Here is the ion C5H12NO with charge -1 at a distorted geometry from the Open Molecules 2025 dataset. Energies are from ωB97M-V/def2-TZVPD.

Properties
Energy above the lowest of the compared OMol25 structures with the same formula, charge and spin = 0.363 eV
Total charge = -1
Kohn-Sham gap = 0.2257 hartree

```
19
C5H12NO ωB97M-V/def2-TZVPD
C -0.234 -1.175 1.907
C 0.104 0.039 1.006
C 0.119 -0.325 -0.484
C -1.056 -1.170 -0.946
N 0.149 0.860 -1.365
C 1.123 1.950 -0.966
O 0.609 2.898 -0.210
H 0.269 -2.055 1.499
H 0.130 -1.026 2.919
H -1.316 -1.240 1.939
H -0.571 0.867 1.201
H 1.085 0.428 1.265
H 1.052 -0.829 -0.718
H -1.975 -0.580 -0.995
H -1.318 -2.006 -0.288
H -0.870 -1.604 -1.928
H -0.776 1.273 -1.384
H 1.512 2.323 -1.946
H 1.965 1.372 -0.508
```

---

# 5
Here is the ion C5H12NO with charge -2 from the Open Molecules 2025 dataset. Energies are from ωB97M-V/def2-TZVPD.

Properties
<S²> = 0.751
Energy above the lowest of the compared OMol25 structures with the same formula, charge and spin = 0.234 eV
Multiplicity = 2
Total charge = -2
Kohn-Sham gap (spin up / spin down) = 0.1112 / 0.2524 hartree

```
19
C5H12NO ωB97M-V/def2-TZVPD
C -2.629 0.894 0.613
N -1.773 -0.041 -0.112
C -0.321 0.131 0.119
C 0.409 -1.132 -0.291
C 1.890 -1.238 0.220
O 2.739 -0.269 -0.115
C 0.235 1.355 -0.588
H -2.664 1.912 0.221
H -2.328 0.966 1.658
H -3.682 0.564 0.621
H -1.913 0.145 -1.101
H -0.161 0.284 1.189
H -0.132 -2.026 0.065
H 0.371 -1.218 -1.390
H 1.752 -1.360 1.339
H 2.184 -2.283 -0.119
H 0.362 1.138 -1.644
H 1.198 1.654 -0.185
H -0.496 2.168 -0.505
```

---

# 6
Here is the molecule C5H12NO at a distorted geometry from the Open Molecules 2025 dataset. Energies are from ωB97M-V/def2-TZVPD.

Properties
<S²> = 0.759
Energy above the lowest of the compared OMol25 structures with the same formula, charge and spin = 2.731 eV
Multiplicity = 2
Total charge = 0
Kohn-Sham gap (spin up / spin down) = 0.3534 / 0.2589 hartree

```
19
C5H12NO ωB97M-V/def2-TZVPD
C 1.150 2.108 -0.619
C 0.087 2.743 -1.590
C 0.683 1.019 0.267
N -0.568 0.230 -0.043
C -0.417 -1.341 -0.252
C -0.200 -2.089 1.073
O -0.911 -3.173 1.243
H 1.775 1.546 -1.384
H 1.675 2.892 -0.064
H -0.724 3.237 -1.012
H 0.534 3.592 -2.123
H -0.204 2.123 -2.385
H 0.308 1.599 1.287
H 1.484 0.240 0.551
H -1.216 0.523 0.649
H 0.386 -1.623 -0.882
H -1.327 -1.695 -0.683
H 0.984 -1.882 1.127
H -0.221 -1.420 2.008
```

---

# 7
Here is the ion C5H12NO with charge +1 at a distorted geometry from the Open Molecules 2025 dataset. Energies are from ωB97M-V/def2-TZVPD.

Properties
Energy above the lowest of the compared OMol25 structures with the same formula, charge and spin = 4.575 eV
Total charge = +1
Kohn-Sham gap = 0.3953 hartree

```
19
C5H12NO ωB97M-V/def2-TZVPD
C -0.290 1.863 -0.260
N -0.296 0.628 -0.116
O -1.730 -0.071 -0.489
C -2.420 -0.623 0.589
C 0.650 -0.389 0.053
C 1.943 0.326 0.642
C 0.872 -0.931 -1.268
H -1.153 2.481 -0.377
H 0.608 2.259 0.159
H -2.947 0.180 1.149
H -1.853 -1.280 1.159
H -3.153 -1.303 0.075
H 0.293 -1.179 0.701
H 2.501 0.962 0.098
H 1.684 0.754 1.552
H 2.526 -0.569 0.957
H -0.175 -1.103 -1.749
H 1.574 -1.880 -1.090
H 1.367 -0.124 -1.788
```

---

# 8
Here is a cluster of 2 separate species, C5H12NO in total at a distorted geometry from the Open Molecules 2025 dataset. Energies are from ωB97M-V/def2-TZVPD.

Properties
Energy above the lowest of the compared OMol25 structures with the same formula, charge and spin = 3.445 eV
Total charge = +1
Kohn-Sham gap = 0.3249 hartree

```
19
C5H12NO ωB97M-V/def2-TZVPD
C -0.988 2.657 -0.960
C 0.468 2.589 -0.552
C 0.792 1.238 0.131
C 0.053 0.119 0.323
N 0.583 -0.987 1.263
C 0.205 -2.242 1.407
H -1.047 1.974 -1.773
H -1.599 2.173 -0.101
H -1.220 3.660 -1.365
H 1.112 2.781 -1.544
H 0.931 3.513 0.040
H 1.743 1.141 0.600
H -0.755 -0.107 -0.139
H 1.572 -1.019 1.267
H -0.836 -2.481 1.457
H 0.726 -3.182 1.445
H -1.341 -4.051 -0.229
H 0.096 -4.223 -0.809
O -0.494 -3.552 -0.461
```

---

# 9
Here is a cluster of 2 separate species, C5H12NO in total at a distorted geometry from the Open Molecules 2025 dataset. Energies are from ωB97M-V/def2-TZVPD.

Properties
Energy above the lowest of the compared OMol25 structures with the same formula, charge and spin = 3.699 eV
Total charge = +1
Kohn-Sham gap = 0.3353 hartree

```
19
C5H12NO ωB97M-V/def2-TZVPD
C -0.563 -0.529 1.021
O -1.485 0.243 1.867
C -0.175 0.130 -0.225
C 0.783 -0.455 -1.192
C 1.782 -0.636 -0.043
C 2.419 0.451 0.539
N -2.041 0.626 -1.118
H 0.368 -0.577 1.724
H -1.078 -1.487 0.801
H -1.987 -0.381 2.430
H 0.048 1.162 -0.070
H 1.035 0.301 -1.898
H 0.482 -1.384 -1.610
H 2.113 -1.655 0.076
H 2.386 1.469 0.100
H 3.019 0.421 1.594
H -2.433 1.455 -0.837
H -1.844 0.833 -2.056
H -2.829 0.014 -1.103
```

---

# 10
Here is the ion C5H12NO with charge +1 at a distorted geometry from the Open Molecules 2025 dataset. Energies are from ωB97M-V/def2-TZVPD.

Properties
Energy above the lowest of the compared OMol25 structures with the same formula, charge and spin = 2.809 eV
Total charge = +1
Kohn-Sham gap = 0.4362 hartree

```
19
C5H12NO ωB97M-V/def2-TZVPD
C 2.072 -0.192 0.576
N 1.365 0.694 -0.470
C 0.016 0.204 -0.920
C -0.938 -0.166 0.215
C -1.956 -1.286 0.070
C -1.068 1.178 -0.368
O -0.371 2.198 0.458
H 1.736 -1.226 0.452
H 3.218 -0.325 0.455
H 1.837 0.183 1.634
H 2.076 0.803 -1.123
H 0.989 1.526 -0.291
H -0.163 -0.331 -1.827
H -0.463 -0.101 1.162
H -2.023 -1.785 0.946
H -1.697 -2.113 -0.681
H -2.891 -0.922 -0.124
H -1.960 1.456 -0.906
H -1.178 2.663 0.774
```